Record 1
ORCA calculation (the ωB97M-V functional and the def2-TZVPD basis) on a cluster of 2 separate species, C3H13N2O in total.

Geometry as ORCA input:
```
! RIJCOSX wB97M-V def2-TZVPD def2/J DEFGRID3
* xyz 1 1
N 0.227 -1.406 0.194
C 0.695 -0.109 -0.450
C 1.452 -0.418 -1.721
C -0.447 0.883 -0.638
N -0.036 2.204 -0.279
H -0.364 -1.170 1.013
H -0.270 -2.052 -0.418
H 1.041 -1.902 0.574
H 1.351 0.320 0.317
H 0.808 -1.008 -2.386
H 1.798 0.478 -2.214
H 2.303 -1.049 -1.499
H -1.296 0.567 -0.028
H -0.769 0.809 -1.682
H 0.100 2.879 -1.009
H -0.427 2.595 0.558
H -1.447 -1.544 2.993
H -2.262 -0.349 2.331
O -1.411 -0.785 2.402
*
```

Output
E_HOMO (eV): -12.947
ΔE to the lowest compared entry with this formula, charge and spin (kJ/mol): 49.00
Kohn-Sham gap (Ha): 0.356

***

Record 2
ORCA calculation (the ωB97M-V functional and the def2-TZVPD basis) on a cluster of 2 separate species, C3H13N2O in total at a distorted geometry.

Geometry as ORCA input:
```
! RIJCOSX wB97M-V def2-TZVPD def2/J DEFGRID3
* xyz 1 1
C -0.073 1.058 -1.136
N -0.180 2.081 -0.117
C -0.888 -0.186 -0.716
N -0.476 -1.047 0.481
C 0.383 -2.215 0.168
H -0.544 1.318 -2.081
H 0.954 0.784 -1.337
H -1.152 2.325 0.047
H 0.306 2.959 -0.138
H -1.898 0.211 -0.623
H -0.889 -0.865 -1.582
H -1.311 -1.334 0.972
H 0.140 -0.329 0.911
H 0.379 -2.995 0.934
H 0.044 -2.706 -0.737
H 1.406 -1.858 0.032
H 2.031 1.052 1.845
H 0.527 1.210 1.461
O 1.241 0.539 1.616
*
```

Output
E_HOMO (eV): -14.015
ΔE to the lowest compared entry with this formula, charge and spin (kJ/mol): 112.57
Kohn-Sham gap (Ha): 0.408